Entry from the OMol25 dataset: a molecular structure, C17H8BF4N5O3PdS3 (ωB97M-V/def2-TZVPD).

Geometry as XYZ:
```
42
C17H8BF4N5O3PdS3 (ωB97M-V/def2-TZVPD)
Pd 0.5004 -1.8370 1.1611
S 1.0129 -3.9923 1.5166
C 0.4592 -4.8378 0.1040
C 0.5785 -6.2262 0.0142
C 0.1753 -6.9076 -1.1229
C 0.3176 -8.3384 -1.1785
N 0.4410 -9.4817 -1.2045
C -0.3648 -6.1924 -2.2068
C -0.4926 -4.8141 -2.1162
C -0.0963 -4.1329 -0.9680
S -0.3193 -2.4093 -0.8370
C -0.7886 -6.8706 -3.4017
N -1.1321 -7.3986 -4.3642
H 0.9929 -6.7784 0.8482
H -0.9107 -4.2633 -2.9494
F 0.3575 -0.5872 5.4500
B 1.2606 -1.0955 4.5218
F 1.8639 -2.2601 4.9575
F 2.1952 -0.1269 4.1499
F 0.4797 -1.4035 3.3107
O -0.7387 5.3965 -3.9470
S -0.7317 6.6313 -3.1919
O 0.4587 7.4461 -3.3615
O -1.9833 7.3654 -3.2079
C -0.5911 6.1075 -1.4490
N -0.6347 7.0865 -0.5368
C -0.5130 6.7123 0.7257
C -0.3505 5.3916 1.1119
C -0.3234 4.4528 0.0948
N -0.4426 4.8157 -1.1806
C -0.1564 2.9909 0.3499
C -0.0792 2.4551 1.6274
C 0.0809 1.0931 1.7974
N 0.1699 0.2439 0.7676
C 0.0975 0.7575 -0.4705
C -0.0659 2.1048 -0.7181
H -0.5453 7.5033 1.4696
H -0.2484 5.1295 2.1547
H -0.1423 3.0713 2.5125
H 0.1524 0.6597 2.7834
H 0.1796 0.0551 -1.2873
H -0.1231 2.4841 -1.7293
```

The HOMO energy comes out at -3.828 eV. The net charge is -2. The energy above the lowest of the compared OMol25 structures with the same formula, charge and spin comes out at 0.0 kcal per mole. The calculation puts the total energy at -2899.3443 a.u.

=====

Entry from the OMol25 dataset: a molecular structure, C17H8F3N2O4Pt (ωB97M-V/def2-TZVPD).

Geometry as XYZ:
```
35
C17H8F3N2O4Pt (ωB97M-V/def2-TZVPD)
Pt 0.2154 -0.6060 1.2374
O -3.0553 -3.0014 -1.0760
C -2.2197 -2.5567 -0.3384
O -0.9035 -2.5520 -0.8445
C -2.4736 -1.9800 0.9814
C -3.8128 -1.6582 1.2395
C -4.1944 -1.2418 2.4854
C -3.2122 -1.2051 3.4892
C -1.9079 -1.4593 3.1703
N -1.4803 -1.7864 1.9143
C -0.9443 -1.4585 4.3336
O -1.2891 -1.9587 5.3787
O 0.2541 -0.8796 4.2567
H -4.5202 -1.7677 0.4291
H -5.2223 -0.9845 2.7025
H -3.4593 -1.0046 4.5219
N 1.5279 0.8243 3.4689
C 0.7081 -0.0779 3.1330
H 1.6790 0.8201 4.4828
F 3.2197 2.8787 -5.5835
C 3.3999 3.1196 -4.2711
F 3.0360 4.4037 -4.0603
F 4.7320 3.0721 -4.0484
C 2.6460 2.1670 -3.3963
C 1.8352 1.1820 -3.9391
C 1.1467 0.3194 -3.1005
C 1.2626 0.4286 -1.7138
C 2.0794 1.4271 -1.1816
C 2.7661 2.2889 -2.0166
C 0.5461 -0.4803 -0.8439
C -0.1604 -1.4818 -0.5813
H 1.7398 1.0897 -5.0122
H 0.5093 -0.4506 -3.5163
H 2.1526 1.5091 -0.1037
H 3.3994 3.0610 -1.5974
```

The HOMO energy (spin up / spin down) comes out at -3.591 / -3.589 eV. The net charge is -1. The energy above the lowest of the compared OMol25 structures with the same formula, charge and spin comes out at 40.4 kcal per mole. The calculation puts the total energy at -1482.0207 a.u.

=====

Entry from the OMol25 dataset: a molecular structure, C17H9Br5N5O7S4Sn (ωB97M-V/def2-TZVPD).

Geometry as XYZ:
```
48
C17H9Br5N5O7S4Sn (ωB97M-V/def2-TZVPD)
Sn 0.6002 0.0153 -1.2662
O -4.0842 0.9486 -5.9374
C -3.0094 0.7966 -5.4244
S -2.2127 -0.7745 -5.2616
C -0.7406 -0.2222 -4.4948
C -0.6416 1.1864 -4.2876
S 0.6164 1.8552 -3.4636
S -2.0455 2.1228 -4.7585
S 0.3780 -1.2593 -3.8733
N -0.0027 3.2556 0.0676
N -1.2519 3.2193 0.6927
C -2.2167 2.3776 0.2522
N -3.3092 2.2938 1.0281
N -1.9771 1.7535 -0.8993
N -2.8309 0.7792 -1.2891
O -3.9258 0.5682 -0.7533
O -2.4306 0.0901 -2.2127
H 0.6317 2.5722 0.4804
H 0.3756 4.1869 0.1549
H -1.2962 3.4571 1.6736
H -3.2491 2.6109 1.9791
H -3.9567 1.5612 0.7738
Br 7.6022 -0.0368 -0.4954
C 5.7611 0.3095 -0.2548
C 5.3350 1.1924 0.7241
Br 6.5752 2.0703 1.8452
C 3.9668 1.4300 0.8932
Br 3.3015 2.6271 2.1989
C 3.0313 0.7957 0.0995
O 1.7244 0.9675 0.2380
C 3.4687 -0.1089 -0.9267
O 2.5488 -0.6538 -1.6933
C 4.8294 -0.3328 -1.0776
Br 5.3397 -1.5334 -2.4407
Br -2.1668 -5.4973 5.1716
C -1.6795 -4.1607 3.9124
C -0.6042 -4.3856 3.0700
C -0.2598 -3.4092 2.1490
C -0.9715 -2.2178 2.0884
C -2.0427 -2.0113 2.9478
C -2.4109 -2.9860 3.8598
C -0.5911 -1.1389 1.1105
O 0.0940 -1.5430 0.0950
O -0.9519 0.0179 1.2983
H -0.0492 -5.3112 3.1295
H 0.5613 -3.5648 1.4637
H -2.5814 -1.0760 2.8904
H -3.2516 -2.8376 4.5230
```

The HOMO energy comes out at -5.193 eV. The net charge is -1. The energy above the lowest of the compared OMol25 structures with the same formula, charge and spin comes out at 23.0 kcal per mole. The calculation puts the total energy at -16130.9090 a.u.

=====

Entry from the OMol25 dataset: a molecular structure, C17H9BrCl5IOs (ωB97M-V/def2-TZVPD).

Geometry as XYZ:
```
34
C17H9BrCl5IOs (ωB97M-V/def2-TZVPD)
Os 0.8945 1.2937 0.3315
C 1.3914 2.4651 2.1444
C 2.5840 1.8991 1.6109
C 2.7704 2.4399 0.2940
C 1.7050 3.3422 0.0288
C 0.8660 3.3739 1.1850
H 0.9664 2.2493 3.1129
H 3.2161 1.1847 2.1153
H 3.5944 2.2375 -0.3738
H 1.5760 3.9169 -0.8720
H -0.0284 3.9655 1.3014
Cl -1.0587 4.1184 -1.4439
C -1.6926 2.5845 -1.0331
C -0.9985 1.7006 -0.1928
C -1.6473 0.5320 0.1875
Cl -0.6519 -0.3920 1.2976
C -2.8587 0.0960 -0.2908
Cl -3.5033 -1.3997 0.2005
C -3.5114 0.9588 -1.1811
Cl -5.0117 0.5045 -1.8140
C -2.9327 2.1965 -1.5418
Cl -3.7694 3.2225 -2.6104
Br -0.6623 -1.7886 -2.5006
C 0.1022 -2.8392 -1.1357
C -0.4783 -4.0580 -0.8169
C 0.0757 -4.8523 0.1774
C 1.2131 -4.4473 0.8615
C 1.8089 -3.2339 0.5537
C 1.2388 -2.4483 -0.4368
I 2.1900 -0.6394 -0.9073
H -1.3568 -4.3845 -1.3564
H -0.3842 -5.8031 0.4100
H 1.6467 -5.0764 1.6264
H 2.7067 -2.9189 1.0685
```

The HOMO energy comes out at -15.212 eV. The net charge is +2. The energy above the lowest of the compared OMol25 structures with the same formula, charge and spin comes out at 18.4 kcal per mole. The calculation puts the total energy at -5915.8917 a.u.

=====

Entry from the OMol25 dataset: a molecular structure, C17H9BrIrN2O5 (ωB97M-V/def2-TZVPD).

Geometry as XYZ:
```
35
C17H9BrIrN2O5 (ωB97M-V/def2-TZVPD)
Ir 0.6179 0.1625 -0.7663
Br -2.9360 -6.0079 -2.0600
C -2.4687 -4.2439 -1.6333
C -3.4334 -3.3817 -1.1217
C -3.0920 -2.0861 -0.7878
C -1.7832 -1.6490 -0.9665
C -0.8329 -2.5149 -1.4897
C -1.1636 -3.8146 -1.8267
N -1.3372 -0.3325 -0.6293
C -2.0959 0.5892 -0.1558
C -1.4541 1.8698 0.1269
C -2.1021 2.9747 0.6356
C -1.3792 4.1441 0.8435
C -0.0334 4.1704 0.5241
C 0.5693 3.0272 0.0207
N -0.1264 1.9039 -0.1617
H -4.4475 -3.7287 -0.9842
H -3.8564 -1.4357 -0.3857
H 0.1894 -2.1779 -1.6522
H -0.4237 -4.4880 -2.2341
H -3.1536 0.4405 0.0187
H -3.1569 2.9133 0.8652
H -1.8618 5.0229 1.2478
H 0.5595 5.0636 0.6560
H 1.6154 2.9987 -0.2509
O 5.8899 0.1050 2.5467
C 4.8813 0.0867 1.9196
C 3.5566 -0.6019 2.3318
O 3.3243 -1.1582 3.3626
C 2.6281 -0.3778 1.1746
C 3.2472 0.3903 0.1831
O 2.5833 0.7278 -0.8610
C 4.6439 0.7513 0.5447
O 5.4116 1.4325 -0.0706
O 1.4202 -0.7755 1.0359
```

The HOMO energy (spin up / spin down) comes out at -11.593 / -11.592 eV. The net charge is +1. The calculation puts the total energy at -3816.9303 a.u.

=====

- net charge of number 1 (C17H8BF4N5O3PdS3)?
  -2

=====

What did the third record say?
Entry from the OMol25 dataset: a molecular structure, C17H9Br5N5O7S4Sn (ωB97M-V/def2-TZVPD).

Geometry as XYZ:
```
48
C17H9Br5N5O7S4Sn (ωB97M-V/def2-TZVPD)
Sn 0.6002 0.0153 -1.2662
O -4.0842 0.9486 -5.9374
C -3.0094 0.7966 -5.4244
S -2.2127 -0.7745 -5.2616
C -0.7406 -0.2222 -4.4948
C -0.6416 1.1864 -4.2876
S 0.6164 1.8552 -3.4636
S -2.0455 2.1228 -4.7585
S 0.3780 -1.2593 -3.8733
N -0.0027 3.2556 0.0676
N -1.2519 3.2193 0.6927
C -2.2167 2.3776 0.2522
N -3.3092 2.2938 1.0281
N -1.9771 1.7535 -0.8993
N -2.8309 0.7792 -1.2891
O -3.9258 0.5682 -0.7533
O -2.4306 0.0901 -2.2127
H 0.6317 2.5722 0.4804
H 0.3756 4.1869 0.1549
H -1.2962 3.4571 1.6736
H -3.2491 2.6109 1.9791
H -3.9567 1.5612 0.7738
Br 7.6022 -0.0368 -0.4954
C 5.7611 0.3095 -0.2548
C 5.3350 1.1924 0.7241
Br 6.5752 2.0703 1.8452
C 3.9668 1.4300 0.8932
Br 3.3015 2.6271 2.1989
C 3.0313 0.7957 0.0995
O 1.7244 0.9675 0.2380
C 3.4687 -0.1089 -0.9267
O 2.5488 -0.6538 -1.6933
C 4.8294 -0.3328 -1.0776
Br 5.3397 -1.5334 -2.4407
Br -2.1668 -5.4973 5.1716
C -1.6795 -4.1607 3.9124
C -0.6042 -4.3856 3.0700
C -0.2598 -3.4092 2.1490
C -0.9715 -2.2178 2.0884
C -2.0427 -2.0113 2.9478
C -2.4109 -2.9860 3.8598
C -0.5911 -1.1389 1.1105
O 0.0940 -1.5430 0.0950
O -0.9519 0.0179 1.2983
H -0.0492 -5.3112 3.1295
H 0.5613 -3.5648 1.4637
H -2.5814 -1.0760 2.8904
H -3.2516 -2.8376 4.5230
```

The HOMO energy comes out at -5.193 eV. The net charge is -1. The energy above the lowest of the compared OMol25 structures with the same formula, charge and spin comes out at 23.0 kcal per mole. The calculation puts the total energy at -16130.9090 a.u.

=====

- Which formula does entry 2 have?
  C17H8F3N2O4Pt